Version a
18
Properties=species:S:1:pos:R:3 method="wB97M-V/def2-TZVPD" multiplicity=1 orbital_gap_ev=10.07
O 2.477 -1.065 0.067
H 2.130 -0.783 0.926
H 3.386 -1.259 0.089
O -1.779 2.058 -1.001
H -1.463 2.901 -0.729
H -1.024 1.488 -0.963
O 0.035 0.157 -0.983
H 0.811 -0.333 -0.869
H -0.346 0.041 -0.134
O -0.687 0.638 1.626
H -0.228 1.494 1.682
H -0.096 -0.016 1.945
O 2.049 -2.256 -2.700
H 1.768 -3.161 -2.537
H 2.328 -1.909 -1.872
O -3.320 0.905 1.670
H -3.594 0.379 2.395
H -2.454 0.727 1.386

---

Version b
18
Properties=species:S:1:pos:R:3 method="wB97M-V/def2-TZVPD" multiplicity=1 orbital_gap_ev=10.64
O -1.161 2.736 -0.502
H -1.010 2.383 0.393
H -1.244 3.689 -0.448
O 1.533 -0.375 2.422
H 2.468 -0.588 2.326
H 1.590 0.151 3.228
O -1.079 1.316 2.521
H -0.232 0.836 2.575
H -1.589 0.506 2.626
O 1.356 -3.443 -0.645
H 2.151 -2.961 -0.391
H 0.759 -2.743 -0.981
O -0.662 -2.195 -1.869
H -0.705 -1.226 -1.747
H -0.405 -2.078 -2.797
O -0.504 0.997 -2.424
H -0.415 1.189 -1.483
H -0.853 1.808 -2.805

---

The structure with the most favorable energy is version b; the runner-up is 50.8 kJ/mol above it.

---

Version a
21
Properties=species:S:1:pos:R:3 method="wB97M-V/def2-TZVPD" multiplicity=1 orbital_gap_ev=10.45
C 0.155 1.333 1.397
C -0.551 0.323 0.426
C -0.847 -1.076 0.974
C 0.234 0.264 -0.857
C -0.453 -0.517 -2.001
O -1.448 0.295 -2.566
H 0.840 1.970 0.719
H -0.572 2.012 1.984
H 0.805 0.798 2.044
H -1.437 0.895 0.171
H -0.528 -1.929 0.277
H -1.954 -1.214 1.131
H -0.368 -1.311 2.035
H 0.693 1.216 -1.153
H 1.070 -0.459 -0.660
H 0.199 -0.618 -2.876
H -0.886 -1.542 -1.750
H -1.912 0.707 -1.775
O 2.421 -0.404 1.998
H 2.907 -0.320 2.738
H 2.122 -1.292 2.019

---

Version b
21
Properties=species:S:1:pos:R:3 method="wB97M-V/def2-TZVPD" multiplicity=1 orbital_gap_ev=11.10
C 1.682 -1.987 0.249
C 0.499 -1.642 -0.646
C 0.684 -0.283 -1.315
C 0.392 0.971 -0.467
C -1.047 1.272 -0.168
O -1.767 1.742 -1.337
H 2.097 -2.991 0.155
H 1.538 -1.651 1.277
H 2.568 -1.462 -0.120
H -0.442 -1.708 -0.105
H 0.328 -2.414 -1.404
H 0.053 -0.228 -2.217
H 1.688 -0.176 -1.738
H 0.949 1.788 -0.941
H 0.832 1.005 0.546
H -1.208 2.026 0.604
H -1.468 0.308 0.098
H -1.592 2.678 -1.380
O -0.405 -0.020 3.085
H -1.255 -0.129 2.644
H 0.217 -0.557 2.594

---

The structure with the most favorable energy is version b; the runner-up is 85.8 kJ/mol above it.

---

Version a
24
Properties=species:S:1:pos:R:3 method="wB97M-V/def2-TZVPD" multiplicity=1 orbital_gap_ev=11.35
Cl 25.457 16.407 3.482
C 23.823 15.731 3.312
C 22.773 16.765 3.695
Cl 22.701 18.060 2.467
H 23.713 14.836 3.924
H 23.727 15.386 2.284
H 23.090 17.221 4.629
H 21.779 16.338 3.787
Cl 18.574 20.064 2.463
C 19.196 18.841 1.330
C 18.612 17.458 1.655
Cl 19.022 16.923 3.307
H 20.267 18.800 1.492
H 18.902 19.097 0.318
H 18.942 16.708 0.941
H 17.526 17.526 1.627
Cl 19.614 14.089 6.099
C 20.921 13.485 5.076
C 21.486 12.217 5.690
Cl 22.374 11.235 4.498
H 21.652 14.272 4.924
H 20.531 13.219 4.093
H 20.679 11.604 6.087
H 22.129 12.386 6.553

---

Version b
24
Properties=species:S:1:pos:R:3 method="wB97M-V/def2-TZVPD" multiplicity=1 orbital_gap_ev=11.23
Cl -0.021 -0.102 1.583
C -0.140 -1.033 3.127
C 1.132 -1.101 4.044
Cl 0.666 -1.580 5.711
H -0.331 -2.060 2.817
H -1.004 -0.609 3.639
H 1.633 -0.135 4.109
H 1.892 -1.769 3.640
Cl -2.710 2.685 -1.939
C -1.737 2.327 -0.511
C -0.246 2.286 -0.926
Cl 0.384 3.920 -1.171
H -2.003 1.334 -0.148
H -2.019 3.100 0.204
H -0.054 1.678 -1.810
H 0.388 1.871 -0.143
Cl 0.108 -2.720 -1.126
C 1.046 -1.761 -2.325
C 0.058 -0.918 -3.171
Cl 0.898 0.088 -4.427
H 1.480 -2.501 -2.998
H 1.748 -1.120 -1.792
H -0.626 -0.240 -2.661
H -0.542 -1.639 -3.726

---

The structure with the most favorable energy is version a; the runner-up is 26.4 kJ/mol above it.

---

Version a
20
Properties=species:S:1:pos:R:3 method="wB97M-V/def2-TZVPD" charge=+1 multiplicity=1 orbital_gap_ev=10.75
O -1.711 -0.998 0.841
C -0.989 -1.176 -0.088
C -0.439 0.032 -0.853
N 0.414 0.827 0.126
C 1.861 0.455 -0.166
C 1.819 -0.609 -1.238
C 0.512 -0.350 -1.965
H -0.741 -2.201 -0.437
H -1.254 0.665 -1.179
H 0.344 1.835 -0.001
H 0.140 0.624 1.100
H 2.309 1.361 -0.556
H 2.411 0.214 0.729
H 1.826 -1.621 -0.827
H 2.740 -0.666 -1.823
H 0.126 -1.264 -2.444
H 0.602 0.322 -2.822
H -1.137 2.160 2.786
H -1.123 0.660 3.239
O -1.354 1.252 2.513

---

Version b
20
Properties=species:S:1:pos:R:3 method="wB97M-V/def2-TZVPD" charge=+1 multiplicity=1 orbital_gap_ev=10.40
O -1.714 1.478 1.731
C -1.156 1.397 0.677
C 0.351 0.993 0.626
C 0.418 -0.437 0.038
C 0.821 -0.465 -1.411
C 1.032 -1.616 -2.026
N 0.787 1.053 2.079
H -1.539 1.614 -0.328
H 0.917 1.815 0.182
H -0.539 -0.779 0.397
H 1.134 -0.993 0.620
H 0.979 0.487 -1.892
H 0.965 -2.596 -1.562
H 1.346 -1.693 -3.050
H 1.135 1.945 2.424
H 1.577 0.421 2.237
H 0.011 0.730 2.673
H -1.755 -0.908 -1.742
H -2.352 -1.659 -0.626
O -2.418 -0.787 -1.047

---

Version c
20
Properties=species:S:1:pos:R:3 method="wB97M-V/def2-TZVPD" charge=+1 multiplicity=1 orbital_gap_ev=11.56
O -0.241 -1.506 -2.082
C -0.212 -0.317 -2.219
C -0.389 0.603 -1.023
N -0.538 -0.222 0.197
C 0.636 -0.023 1.087
C 1.157 1.384 0.725
C 0.796 1.579 -0.759
H -0.117 0.231 -3.170
H -1.301 1.165 -1.182
H -1.365 -0.078 0.768
H -0.595 -1.194 -0.113
H 0.417 -0.134 2.139
H 1.500 -0.634 0.832
H 2.242 1.474 0.767
H 0.796 2.212 1.335
H 1.622 1.262 -1.399
H 0.463 2.563 -1.071
H -1.858 -2.577 2.426
H -1.390 -3.348 1.247
O -1.624 -2.442 1.496

---

Version d
20
Properties=species:S:1:pos:R:3 method="wB97M-V/def2-TZVPD" charge=+1 multiplicity=1 orbital_gap_ev=9.20
O -0.569 -2.283 -0.263
C -0.672 -2.685 0.871
C 0.012 -2.069 2.057
C 0.480 -0.657 1.907
C 1.024 -0.280 0.586
C 0.637 0.875 0.009
N 1.463 1.290 -1.147
H -1.068 -3.730 1.160
H -0.782 -2.023 2.925
H 0.921 -2.507 2.481
H -0.369 -0.177 2.327
H 1.238 -0.699 2.708
H 1.959 -0.971 0.191
H -0.333 1.425 0.217
H 1.024 2.252 -1.439
H 1.623 0.469 -1.911
H 2.464 1.609 -0.871
H -1.408 4.107 -3.430
H -2.819 3.794 -3.253
O -2.128 4.323 -2.943

---

The structure with the most favorable energy is version c; the runner-up is 29.6 kJ/mol above it.